[1]
The following is a DFT calculation (ωB97M-V/def2-TZVPD) of a molecular structure, F8H8N4Na3O20S8.

Positions of all 51 atoms, in Å:
Na 2.2734 2.2986 -4.1261
Na -1.6352 1.9509 2.1637
Na 1.2123 3.2099 1.5455
N -0.1575 1.6694 0.4121
S 0.6468 0.1052 0.4764
O 2.0520 0.2319 0.8110
O 0.1312 -1.0043 -0.4026
F -0.0591 -0.1897 1.9082
S -0.4268 1.6052 -1.0993
O -1.5602 0.7839 -1.6002
O 0.7415 1.6879 -1.9700
F -1.0367 3.1100 -1.1280
N -0.2322 -3.0243 6.5608
S -0.7051 -2.8121 4.9527
O -2.1410 -2.5920 4.6829
O 0.1112 -3.5618 3.9665
F -0.1112 -1.2461 4.5813
S -1.1127 -4.1686 6.8320
O -0.8391 -5.4762 6.1880
O -2.4570 -3.9281 7.3914
F -0.3696 -4.5063 8.2517
N -4.3260 4.7816 -4.4133
S -3.0420 5.7372 -5.1154
O -1.9512 5.0542 -5.7979
O -2.6839 7.0058 -4.4536
F -3.9747 6.1653 -6.3573
S -3.3502 4.1479 -3.4661
O -3.0992 4.9289 -2.2423
O -2.2470 3.2641 -3.8447
F -4.4807 3.1363 -2.7899
N 3.0589 -4.3590 -0.6944
S 2.9341 -3.2263 0.2522
O 4.2240 -2.6271 0.7581
O 1.7201 -3.2348 1.0836
F 2.6015 -2.2623 -1.0340
S 3.7237 -5.4459 0.5154
O 2.8247 -5.7834 1.6198
O 5.1634 -5.3259 0.8072
F 3.8613 -6.8342 -0.3705
O -1.0948 -4.1105 -0.3312
H -1.7716 -4.5662 0.1693
H -0.9358 -3.3040 0.1593
O 2.0539 1.6098 3.2251
H 2.1772 0.6684 3.1035
H 1.9357 1.7165 4.1689
O 1.2211 4.3360 -3.2435
H 0.5039 4.5185 -2.6364
H 1.4408 5.1888 -3.6186
O 0.0773 1.7321 -5.2464
H -0.6340 1.7025 -4.6066
H -0.2557 1.2422 -5.9983

## Properties
2S+1: 2
E_tot, eV: -168707.643
HOMO level (spin up / spin down), eV: -1.355 / -4.812
<S²>: 0.750
Total charge: -2
Frontier orbital gap (spin up / spin down), eV: 2.8 / 6.2

=====

[2]
The following is a DFT calculation (ωB97M-V/def2-TZVPD) of a single C4H6N2 molecule.

Positions of all 12 atoms, in Å:
C 1.3456 0.8455 -0.3522
C 0.1684 -0.0619 -0.1434
C -0.6306 -0.0527 1.0605
N -1.7057 -0.7458 1.1468
N -1.0712 -1.8736 -1.4183
C -0.3574 -0.9339 -1.1434
H 1.0877 1.9116 -0.3561
H 2.0627 0.6912 0.4627
H 1.8646 0.6141 -1.2869
H -0.2122 0.5347 1.8885
H -2.0649 -0.7341 2.1015
H -0.3831 -0.0035 -1.8228

## Properties
E_tot, eV: -7220.980
HOMO level (spin up / spin down), eV: -8.944 / -8.351
ΔE to the lowest compared entry with this formula, charge and spin, kcal per mole: 106.3
Frontier orbital gap (spin up / spin down), eV: 7.9 / 8.0

=====

[3]
The following is a DFT calculation (ωB97M-V/def2-TZVPD) of 2 unconnected molecules or ions with the total composition C3H12N2O.

Positions of all 18 atoms, in Å:
N 1.0396 1.7113 -2.2922
C 0.2100 0.8754 -1.4340
C 0.8760 0.6665 -0.0852
C 0.1928 -0.4341 0.7214
N 0.9096 -0.6865 1.9739
H 1.0465 2.6648 -1.9700
H 0.8113 1.6612 -3.2781
H -0.7621 1.3460 -1.2468
H -0.0192 -0.0620 -1.9385
H 0.9498 1.6192 0.4569
H 1.9096 0.3704 -0.2876
H -0.8197 -0.0818 0.9474
H 0.1156 -1.3146 0.0766
H 1.8525 -0.9625 1.7189
H 0.5071 -1.5212 2.3966
O -2.8377 -1.6928 1.1323
H -3.6213 -1.6754 1.7090
H -2.3606 -2.4841 1.3994

## Properties
E_tot, eV: -8333.038
HOMO level, eV: -8.926
ΔE to the lowest compared entry with this formula, charge and spin, kcal per mole: 6.6
Frontier orbital gap, eV: 9.6
SMILES string: NCCCN.O

=====

[4]
The following is a DFT calculation (ωB97M-V/def2-TZVPD) of a single C2H6S molecule.

Positions of all 9 atoms, in Å:
C 0.2324 0.9540 -0.5664
C -0.0165 -0.0619 0.4822
S -0.7310 -1.7594 -0.1805
H -0.5613 1.1016 -1.2764
H 0.9032 0.5677 -1.3614
H 0.4713 1.8784 -0.1281
H 0.8678 -0.3584 1.0795
H -0.7949 0.2618 1.2182
H -0.3709 -2.5838 0.7330

## Properties
E_tot, eV: -13005.865
HOMO level, eV: -9.035
ΔE to the lowest compared entry with this formula, charge and spin, kcal per mole: 12.2
Frontier orbital gap, eV: 10.1
SMILES string: CCS

=====

[5]
The following is a DFT calculation (ωB97M-V/def2-TZVPD) of a single C3H6O molecule.

Positions of all 10 atoms, in Å:
O 1.7178 0.6534 -0.0800
C 0.6343 -0.2054 0.1390
C -0.7464 0.1614 0.7174
C -0.6068 -0.3669 -0.6352
H 1.4911 1.2089 -0.8705
H 1.0290 -1.1072 0.5484
H -0.8357 1.1829 1.3843
H -0.9794 -0.7677 1.3796
H -0.8973 -1.1793 -1.0867
H -0.8065 0.4200 -1.4963

## Properties
E_tot, eV: -5252.804
HOMO level, eV: -9.338
ΔE to the lowest compared entry with this formula, charge and spin, kcal per mole: 66.6
Frontier orbital gap, eV: 10.4
SMILES string: OC1CC1

=====

[6]
The following is a DFT calculation (ωB97M-V/def2-TZVPD) of a molecular structure, C32H46BrN9O2PSSr.

Positions of all 93 atoms, in Å:
Sr 0.7498 0.4461 0.5662
Br -0.2893 -6.8238 3.0434
C -0.0374 -4.9385 3.1123
C -0.9476 -4.1728 3.8240
C -0.7841 -2.7962 3.8561
C 0.2804 -2.2061 3.1802
C 1.1797 -2.9879 2.4600
C 1.0254 -4.3662 2.4350
N 0.4631 -0.8048 3.1420
C 0.2880 -0.1133 4.1842
C 0.4545 1.3556 4.1562
C 0.2279 2.1020 5.3041
C 0.4155 3.4751 5.2578
C 0.8316 4.0485 4.0712
C 1.0333 3.2250 2.9684
N 0.8410 1.9099 3.0015
H -1.7806 -4.6431 4.3286
H -1.5146 -2.1794 4.3661
H 1.9481 -2.4892 1.8756
H 1.7208 -4.9706 1.8677
H 0.0364 -0.5607 5.1516
H -0.0860 1.6078 6.2146
H 0.2460 4.0828 6.1375
H 1.0073 5.1119 3.9874
H 1.3713 3.6226 2.0186
C 2.1808 -3.6375 -1.5047
C 3.3534 -3.2014 -0.6810
C 4.5070 -3.9639 -0.6305
C 5.6171 -3.5846 0.1219
C 5.5329 -2.3896 0.8404
C 4.4028 -1.5965 0.8208
C 4.3399 -0.3223 1.6078
C 3.2261 -1.9598 0.0513
N 2.1207 -1.2393 0.1015
H 2.4023 -4.5529 -2.0617
H 1.9023 -2.8468 -2.2108
H 1.2934 -3.8096 -0.8807
H 4.5421 -4.8899 -1.2028
H 6.5121 -4.1941 0.1488
H 6.3837 -2.0679 1.4387
H 5.2778 -0.1365 2.1380
H 3.5212 -0.3509 2.3404
H 4.1240 0.5334 0.9577
N 1.8813 2.8709 -0.1026
C 1.9619 3.7842 -0.8250
N 1.9100 4.7618 -1.6767
C 2.4078 5.9451 -1.3683
N 2.8089 7.0194 -1.1904
C -1.1329 4.2293 -3.9359
N -0.7946 2.8848 -3.5066
C 0.5223 2.4249 -3.9470
P -1.5464 2.1777 -2.2216
O -0.6074 1.3122 -1.4775
N -2.8452 1.3463 -2.8342
C -3.6689 0.6014 -1.8972
C -3.3911 1.4982 -4.1629
N -2.2347 3.3195 -1.2288
C -3.5211 3.9357 -1.4695
C -1.3886 4.0619 -0.3044
H -1.0386 4.3017 -5.0233
H -0.4675 4.9735 -3.4852
H -2.1628 4.4755 -3.6789
H 0.5292 2.3263 -5.0366
H 0.7447 1.4599 -3.5001
H 1.2948 3.1349 -3.6441
H -3.1041 0.3845 -0.9895
H -3.9626 -0.3519 -2.3480
H -4.5853 1.1439 -1.6298
H -2.6578 1.9662 -4.8151
H -4.3090 2.1032 -4.1707
H -3.6394 0.5159 -4.5754
H -4.0999 3.3565 -2.1863
H -3.4174 4.9586 -1.8530
H -4.0898 3.9893 -0.5357
H -0.4436 3.5426 -0.1602
H -1.8919 4.1508 0.6633
H -1.1721 5.0691 -0.6774
C -3.5661 -3.2153 1.1328
C -2.8564 -3.1592 -0.2095
S -1.2060 -2.4453 0.0009
O -1.4821 -1.0672 0.5619
C -0.7991 -2.1857 -1.7331
C -0.8254 -3.4536 -2.5714
H -4.5811 -3.5954 1.0100
H -3.6157 -2.2197 1.5738
H -3.0338 -3.8679 1.8258
H -3.3986 -2.5411 -0.9305
H -2.7145 -4.1570 -0.6288
H 0.2101 -1.7635 -1.6688
H -1.4840 -1.4129 -2.0878
H -0.2727 -4.2587 -2.0859
H -0.3400 -3.2634 -3.5287
H -1.8432 -3.7925 -2.7709

## Properties
E_tot, eV: -142442.664
HOMO level, eV: -2.047
ΔE to the lowest compared entry with this formula, charge and spin, kcal per mole: 23.0
Total charge: -1
Frontier orbital gap, eV: 3.6

=====

[7]
The following is a DFT calculation (ωB97M-V/def2-TZVPD) of a molecular structure, C38H30IrN4O2PSTe.

Positions of all 78 atoms, in Å:
Ir 2.0390 -0.2761 0.5975
C -4.8186 1.5041 1.9818
O -4.5044 2.8509 1.6758
C -3.4737 3.4230 2.3410
C -3.2169 4.7599 2.0326
C -2.1824 5.4226 2.6560
C -1.3544 4.7513 3.5532
C -1.6379 3.4374 3.8951
C -2.6987 2.7709 3.2964
N -0.2934 5.5331 4.1211
N 0.8518 5.0900 4.2616
C 1.2202 3.7889 3.7803
C 1.7311 2.8826 4.6707
C 2.1143 1.5857 4.2741
C 2.0119 1.2228 2.9586
O 2.3601 0.0053 2.4871
C 1.5427 2.1699 2.0227
N 1.4807 1.7350 0.7318
C 1.0934 2.5585 -0.2156
C 0.7552 3.8912 0.0627
C 0.7857 4.3427 1.3548
C 1.1675 3.4675 2.3953
H -5.6655 1.2438 1.3532
H -5.1007 1.3920 3.0316
H -3.9791 0.8412 1.7549
H -3.8568 5.2597 1.3181
H -1.9910 6.4683 2.4501
H -1.0456 2.9243 4.6398
H -2.9101 1.7518 3.5854
H 1.8099 3.1704 5.7113
H 2.4934 0.8763 4.9972
H 1.0548 2.1464 -1.2147
H 0.4707 4.5445 -0.7493
H 0.5305 5.3691 1.5799
Te 2.9650 -2.6224 0.8662
C 4.4645 -2.6808 -0.5347
C 4.7732 -1.7333 -1.4826
C 5.8202 -2.1436 -2.3365
C 6.2905 -3.3892 -2.0229
S 5.4719 -4.0649 -0.6932
H 4.2567 -0.7858 -1.5515
H 6.2180 -1.5430 -3.1410
H 7.0921 -3.9300 -2.5004
N 1.0032 -0.3886 -0.9253
P 0.0436 -1.5499 -1.5262
C 0.7739 -3.1761 -1.7844
C 1.8538 -3.2490 -2.6667
C 2.4556 -4.4668 -2.9283
C 1.9810 -5.6186 -2.3113
C 0.8999 -5.5547 -1.4439
C 0.2913 -4.3353 -1.1793
C -0.5264 -1.0238 -3.1425
C -0.8640 -1.9656 -4.1137
C -1.3625 -1.5458 -5.3369
C -1.5192 -0.1908 -5.5947
C -1.1838 0.7492 -4.6296
C -0.6913 0.3357 -3.4022
C -1.3869 -1.7515 -0.4516
C -1.1933 -1.9998 0.9084
C -2.2833 -2.1811 1.7421
C -3.5715 -2.1142 1.2238
C -3.7684 -1.8596 -0.1244
C -2.6784 -1.6769 -0.9650
H 2.2238 -2.3511 -3.1480
H 3.2964 -4.5169 -3.6077
H 2.4534 -6.5710 -2.5131
H 0.5263 -6.4548 -0.9747
H -0.5559 -4.2886 -0.5070
H -0.7326 -3.0228 -3.9193
H -1.6231 -2.2761 -6.0910
H -1.9039 0.1339 -6.5524
H -1.3069 1.8042 -4.8348
H -0.4337 1.0571 -2.6391
H -0.1916 -2.0385 1.3179
H -2.1295 -2.3769 2.7950
H -4.4228 -2.2624 1.8756
H -4.7709 -1.8054 -0.5276
H -2.8374 -1.4798 -2.0174

## Properties
2S+1: 2
E_tot, eV: -80197.024
HOMO level (spin up / spin down), eV: -10.063 / -10.123
<S²>: 0.854
ΔE to the lowest compared entry with this formula, charge and spin, kcal per mole: 0.0
Total charge: +1
Frontier orbital gap (spin up / spin down), eV: 6.2 / 5.3

=====

[8]
The following is a DFT calculation (ωB97M-V/def2-TZVPD) of a molecular structure, C17H22BeF6N3O4PS2.

Positions of all 56 atoms, in Å:
Be 0.6208 0.7520 0.0849
F 3.3121 -2.4971 -2.1131
C 3.8302 -1.2927 -1.8588
F 3.7763 -0.5466 -2.9742
F 5.1253 -1.4239 -1.4463
S 2.8487 -0.3289 -0.5006
O 1.4035 -0.2911 -0.9740
O 3.4920 0.9588 -0.3077
N 2.8854 -1.1508 0.8713
S 2.0252 -0.6458 2.0672
O 0.8814 0.2416 1.5894
O 1.6264 -1.6416 3.0499
C 3.0086 0.6219 3.1113
F 3.8421 1.3105 2.3278
F 2.2252 1.4966 3.7457
F 3.7543 0.0243 4.0338
N 1.4170 4.2767 -3.5208
C 1.4505 4.0295 -1.9893
C 0.7435 2.7137 -1.7114
N 0.7414 2.4004 -0.2232
H 2.0082 5.0977 -3.7306
H 0.4645 4.4808 -3.8682
H 1.7814 3.4577 -4.0389
H 0.9872 4.9089 -1.5202
H 2.4899 4.0210 -1.6984
H 1.2409 1.8967 -2.2167
H -0.3010 2.6682 -1.9797
H -0.0666 2.8645 0.2399
H 1.6163 2.6821 0.2670
C -2.8108 0.5642 -1.0337
P -1.4957 -0.2567 -0.0285
C -1.3808 -1.9681 -0.6432
C -2.1743 -2.3995 -1.6895
C -1.9800 -3.6607 -2.2922
C -1.0091 -4.5069 -1.7881
C -0.2795 -4.1026 -0.6981
C -0.4371 -2.8647 -0.1028
C -2.3358 -0.4905 1.5954
C -2.4441 -1.7217 2.3192
C -2.9978 -1.7277 3.5941
C -3.4383 -0.5680 4.1812
C -3.2683 0.6617 3.5187
C -2.7588 0.6885 2.2312
H -2.4247 0.7351 -2.0550
H -2.9274 1.5624 -0.5850
H -3.7534 0.0473 -1.0006
H -2.9924 -1.7669 -2.0759
H -2.5996 -3.8689 -3.1777
H -0.9305 -5.3966 -2.3631
H 0.4642 -4.8261 -0.3033
H 0.1141 -2.5771 0.8096
H -2.0966 -2.6310 1.8189
H -3.0098 -2.6673 4.1496
H -3.9393 -0.5963 5.1522
H -3.6193 1.5792 3.9863
H -2.7058 1.6738 1.7642

## Properties
E_tot, eV: -78298.036
HOMO level, eV: -13.800
Total charge: +2
Frontier orbital gap, eV: 7.2

=====

[9]
The following is a DFT calculation (ωB97M-V/def2-TZVPD) of a molecular structure, C25H42AsN6O2Si3Y.

Positions of all 80 atoms, in Å:
Y -0.4154 -0.1253 0.0293
C 1.5301 0.5646 2.7914
N 0.0668 0.4113 2.6398
C -0.6616 1.6414 2.9791
C -0.5450 2.5813 1.8143
N -0.3182 2.1441 0.5878
C -0.2184 3.2697 -0.2099
C 0.1009 3.3911 -1.5582
C 0.1595 4.6650 -2.0795
C -0.1196 5.7884 -1.2955
C -0.4273 5.6851 0.0464
C -0.4460 4.4077 0.5867
N -0.6423 3.9265 1.8661
C 2.2555 -0.1869 1.7156
N 1.8649 -0.1814 0.4516
C 2.7925 -0.9521 -0.2348
C 2.8648 -1.2922 -1.5837
C 3.8832 -2.1384 -1.9709
C 4.8170 -2.6265 -1.0497
C 4.7759 -2.2784 0.2849
C 3.7521 -1.4285 0.6782
N 3.3813 -0.9054 1.9005
H 1.8827 0.2383 3.7761
H 1.7866 1.6273 2.6858
H -0.2425 -0.3518 3.2445
H -0.2890 2.1195 3.8987
H -1.7163 1.3868 3.1509
H 0.3102 2.5205 -2.1624
H 0.4184 4.7963 -3.1187
H -0.0756 6.7624 -1.7555
H -0.6369 6.5562 0.6451
H -0.8037 4.5017 2.6796
H 2.1500 -0.9006 -2.2953
H 3.9619 -2.4304 -3.0072
H 5.5876 -3.2968 -1.3938
H 5.5010 -2.6512 0.9897
H 3.8635 -1.0602 2.7729
C -4.7249 2.1924 1.3999
Si -4.8799 0.3495 0.9024
C -6.3985 0.0470 -0.2042
C -4.7695 -0.8095 2.4162
As -3.0037 -0.3260 -0.5056
Si -3.1945 0.9907 -2.5019
C -1.5136 0.6746 -3.3750
C -4.6354 0.4054 -3.6003
C -3.3631 2.8314 -1.9983
Si -3.3986 -2.6690 -1.1435
C -5.1534 -3.1235 -1.7410
C -2.2098 -3.0277 -2.5978
C -3.0257 -3.5685 0.5072
H -5.5073 2.4580 2.1047
H -4.8460 2.8369 0.5347
H -3.7699 2.4257 1.8664
H -7.3337 0.2556 0.3037
H -6.4208 -0.9873 -0.5351
H -6.3528 0.6791 -1.0872
H -5.5008 -0.5599 3.1777
H -3.7866 -0.7749 2.8847
H -4.9547 -1.8372 2.1159
H -1.5928 -0.1758 -4.0464
H -0.7089 0.4490 -2.6520
H -1.2023 1.5181 -3.9855
H -4.7873 -0.6661 -3.5017
H -4.4630 0.6138 -4.6506
H -5.5664 0.8946 -3.3364
H -2.9815 3.0272 -0.9980
H -4.4047 3.1373 -2.0239
H -2.8249 3.4844 -2.6772
H -5.5563 -2.4183 -2.4602
H -5.8671 -3.2233 -0.9308
H -5.1047 -4.0867 -2.2403
H -2.7694 -3.1961 -3.5136
H -1.6082 -3.9125 -2.4100
H -1.5178 -2.2080 -2.7789
H -3.9128 -4.0708 0.8804
H -2.6923 -2.8631 1.2719
H -2.2533 -4.3248 0.4042
O 0.0654 -1.9221 -1.0954
N 0.0758 -2.6966 -0.1106
O -0.2133 -2.1442 0.9758

## Properties
E_tot, eV: -125149.465
HOMO level, eV: -13.891
ΔE to the lowest compared entry with this formula, charge and spin, kcal per mole: 42.6
Total charge: +2
Frontier orbital gap, eV: 8.4

=====

[10]
The following is a DFT calculation (ωB97M-V/def2-TZVPD) of a single C20H27ClFN3O3 molecule.

Positions of all 55 atoms, in Å:
C 3.8314 -0.0116 -1.7306
N 3.5015 -0.4407 -0.3887
C 4.0053 -1.7481 0.0071
C 2.9762 -2.8945 -0.0362
C 2.0851 -2.9025 1.2085
C 1.0535 -4.0238 1.1083
O 0.2612 -3.9009 -0.0529
C 1.0452 -3.9730 -1.2187
C 2.0886 -2.8548 -1.2827
C 3.0722 0.4026 0.5833
O 2.9173 0.0221 1.7321
C 2.8170 1.8513 0.2123
C 1.4397 2.1644 -0.4482
C 1.4714 3.6762 -0.6737
O 2.1457 4.1714 -1.5544
N 0.7932 4.4262 0.2136
C -0.1671 3.9527 1.1853
C 0.0794 2.4815 1.5100
N 0.2517 1.7699 0.2618
C -0.0004 0.3469 0.3402
C -1.4648 0.0120 0.1919
C -1.8890 -1.3055 0.3335
C -3.2243 -1.6366 0.2016
C -4.1658 -0.6551 -0.0723
Cl -5.8389 -1.0547 -0.2270
C -3.7352 0.6554 -0.2290
F -4.6224 1.6294 -0.5089
C -2.4004 0.9912 -0.1047
H 3.1117 0.7097 -2.1068
H 3.8192 -0.8756 -2.3918
H 4.8296 0.4387 -1.7685
H 4.3718 -1.6640 1.0347
H 4.8464 -1.9888 -0.6473
H 3.5481 -3.8313 -0.0490
H 2.6905 -3.0432 2.1039
H 1.5738 -1.9462 1.2976
H 0.3587 -3.9926 1.9502
H 1.5632 -5.0006 1.1052
H 0.3455 -3.8969 -2.0538
H 1.5514 -4.9509 -1.2660
H 1.5696 -1.8963 -1.3313
H 2.6842 -2.9798 -2.1888
H 3.5912 2.2222 -0.4592
H 2.8840 2.4140 1.1460
H 1.3977 1.6973 -1.4384
H 0.8156 5.4223 0.0410
H -1.1823 4.0739 0.7847
H -0.0828 4.5604 2.0910
H 0.9490 2.3729 2.1755
H -0.7922 2.0766 2.0263
H 0.3672 -0.0790 1.2852
H 0.5395 -0.1476 -0.4723
H -1.1712 -2.0881 0.5266
H -3.5440 -2.6605 0.3096
H -2.0952 2.0135 -0.2548

## Properties
E_tot, eV: -47031.837
HOMO level, eV: -8.841
ΔE to the lowest compared entry with this formula, charge and spin, kcal per mole: 2.4
Frontier orbital gap, eV: 9.5
SMILES string: CN(CC1CCOCC1)C(=O)C[C@@H]1C(=O)NCCN1Cc1ccc(Cl)c(F)c1